{
  "formula": "C13H18F3N4O3",
  "method": "wB97M-V/def2-TZVPD",
  "symbols": ["N", "N", "C", "C", "C", "O", "C", "F", "F", "F", "C", "O", "O", "H", "H", "H", "H", "H", "H", "H", "H", "N", "C", "C", "C", "C", "H", "H", "H", "H", "H", "N", "C", "C", "C", "C", "H", "H", "H", "H", "H"],
  "positions_angstrom": [[0.276, -2.974, 0.006], [-0.033, -2.306, 1.180], [-1.474, -1.852, 1.241], [-1.826, -0.527, 0.342], [-0.937, 0.811, 0.722], [-1.687, 1.979, 0.152], [0.547, 0.854, -0.001], [0.752, -0.182, -1.040], [1.666, 0.782, 1.011], [0.712, 2.180, -0.688], [-1.872, -1.678, 2.836], [-3.115, -1.428, 3.292], [-0.816, -1.806, 3.895], [-0.331, -2.603, -0.773], [1.260, -2.742, -0.319], [0.647, -1.549, 1.412], [-2.145, -2.741, 0.820], [-1.818, -0.728, -0.834], [-2.959, -0.239, 0.586], [-0.862, 0.987, 1.900], [-2.347, 1.592, -0.525], [4.601, 1.888, 1.866], [4.558, 3.155, 2.388], [5.726, 3.367, 3.086], [6.503, 2.188, 2.976], [5.785, 1.293, 2.215], [3.872, 1.460, 1.309], [3.703, 3.795, 2.220], [5.991, 4.272, 3.616], [7.481, 2.012, 3.405], [6.014, 0.286, 1.894], [-2.697, -0.746, -3.741], [-3.766, 0.039, -3.399], [-4.903, -0.539, -3.918], [-4.506, -1.719, -4.592], [-3.139, -1.824, -4.464], [-1.732, -0.561, -3.497], [-3.627, 0.942, -2.818], [-5.910, -0.154, -3.820], [-5.148, -2.417, -5.113], [-2.444, -2.570, -4.826]],
  "atomic_forces_ev_per_a": [[0.71, -0.26, -3.40], [-1.24, 1.94, 1.96], [-0.04, -0.66, 0.37], [-0.68, 0.24, 0.39], [-1.36, 0.14, -0.58], [-0.27, -2.48, -0.54], [1.15, 1.26, -0.58], [-0.21, 3.29, 3.22], [-3.14, -0.03, -3.41], [0.11, -4.39, 2.00], [-0.06, 0.62, 7.33], [5.15, -1.04, -3.79], [-4.47, 0.69, -6.36], [0.87, -0.29, 0.64], [-1.56, -0.30, 0.75], [-1.11, -0.67, -0.13], [1.46, 1.85, 0.92], [0.35, 0.41, 2.48], [2.50, -0.56, -0.27], [0.19, -0.58, -2.73], [1.66, 0.81, 1.71], [0.16, 0.08, 0.00], [-0.01, -0.03, 0.00], [-0.30, 0.21, -0.10], [0.09, -0.35, -0.14], [-0.03, 0.02, 0.01], [0.15, 0.14, 0.23], [0.15, -0.12, 0.06], [-0.07, -0.14, -0.09], [-0.17, 0.01, -0.07], [-0.03, 0.17, 0.10], [-0.03, -0.03, 0.01], [-0.06, 0.03, -0.02], [0.10, 0.33, 0.22], [0.30, -0.23, -0.12], [-0.02, -0.03, -0.07], [-0.34, -0.07, -0.07], [-0.07, -0.14, -0.12], [0.18, -0.06, 0.01], [0.13, 0.10, 0.10], [-0.15, 0.12, 0.06]],
  "homo_lumo_gap_ev": 6.4437,
  "energy_ha": -1250.34961,
  "multiplicity": 1,
  "max_force_ha_per_bohr": 0.1517,
  "charge": -1
}

{
  "formula": "C5H8N2OS2",
  "method": "wB97M-V/def2-TZVPD",
  "symbols": ["C", "C", "C", "C", "C", "N", "N", "O", "S", "S", "H", "H", "H", "H", "H", "H", "H", "H"],
  "positions_angstrom": [[2.290, -2.705, -0.717], [3.371, 0.673, -0.557], [-0.898, 1.569, 0.204], [-2.662, -0.241, 0.139], [-1.471, 0.344, 0.875], [1.351, -1.931, -0.617], [0.361, -1.298, -0.471], [3.090, 0.518, -1.644], [3.999, 1.174, 0.773], [0.022, -0.798, 1.172], [3.318, -2.515, -0.837], [-0.593, 1.183, -0.815], [-1.455, 2.478, 0.016], [0.010, 1.916, 0.767], [-3.024, -1.223, 0.661], [-2.463, -0.339, -0.956], [-3.361, 0.595, 0.145], [-1.886, 0.601, 1.862]],
  "atomic_forces_ev_per_a": [[-2.80, 0.58, 0.45], [1.30, 1.39, 0.93], [2.09, -0.15, -1.11], [0.22, -1.14, -0.30], [0.29, -0.12, 0.34], [4.29, -2.51, -0.05], [-2.83, 1.91, 0.14], [-1.20, -1.06, -1.92], [-0.13, -0.30, 0.99], [-1.08, 0.11, 0.10], [0.88, 0.47, -0.31], [0.10, 0.73, 0.94], [-0.98, -0.14, 0.27], [-0.68, -0.41, -0.68], [0.37, 1.96, -1.26], [0.07, -0.61, 0.90], [-0.71, -0.37, 0.38], [0.79, -0.34, 0.19]],
  "de_lowest_kcal_mol": 43.4,
  "homo_lumo_gap_ev": 8.5646,
  "energy_ha": -1176.31515,
  "multiplicity": 1,
  "max_force_ha_per_bohr": 0.0967
}

{
  "formula": "C3H7NOS",
  "method": "wB97M-V/def2-TZVPD",
  "symbols": ["C", "C", "O", "C", "N", "S", "H", "H", "H", "H", "H", "H", "H"],
  "positions_angstrom": [[1.170, -0.097, 1.486], [0.505, -0.559, 0.205], [1.509, -0.536, -0.786], [-0.699, 0.314, -0.073], [-1.240, 0.388, -1.215], [-2.662, 1.281, -1.570], [0.552, -0.289, 2.404], [1.516, 0.920, 1.387], [1.966, -0.765, 1.629], [0.044, -1.532, 0.221], [1.047, -0.819, -1.613], [-1.100, 0.893, 0.755], [-2.608, 0.803, -2.831]],
  "atomic_forces_ev_per_a": [[-1.52, -1.01, 0.73], [-0.33, 1.15, 0.08], [-0.94, -0.37, -1.30], [-0.76, 1.14, -0.68], [0.43, -0.55, -0.09], [0.85, -0.58, -0.13], [0.17, 0.68, -0.94], [0.02, 0.26, 0.14], [1.61, -0.60, 0.19], [0.18, -0.93, 0.64], [0.73, 0.47, 0.69], [-0.04, -0.05, 0.45], [-0.40, 0.39, 0.22]],
  "de_lowest_kcal_mol": 45.2,
  "homo_lumo_gap_ev": 9.9318,
  "energy_ha": -646.63987,
  "multiplicity": 1,
  "smiles": "C[C@H](O)/C=N/S",
  "max_force_ha_per_bohr": 0.0381
}

{
  "formula": "C5H14N2P",
  "method": "wB97M-V/def2-TZVPD",
  "symbols": ["C", "C", "C", "C", "C", "N", "N", "P", "H", "H", "H", "H", "H", "H", "H", "H", "H", "H", "H", "H", "H", "H"],
  "positions_angstrom": [[-0.595, -1.085, 0.906], [-0.142, -1.657, -0.455], [0.198, -0.071, 1.707], [1.311, 2.033, 0.509], [-0.307, -0.766, -1.686], [-1.608, -0.828, -2.112], [0.114, 1.470, 1.320], [0.627, 0.714, -1.310], [-1.674, -0.922, 0.751], [-0.642, -2.140, 1.463], [1.000, -1.956, -0.429], [-0.695, -2.582, -0.709], [-0.219, -0.135, 2.851], [1.310, -0.350, 1.593], [2.211, 1.671, 1.025], [1.265, 3.147, 0.476], [-1.932, -0.342, -2.878], [-2.118, -1.674, -1.949], [-0.577, 1.723, 0.594], [0.034, 2.167, 2.140], [0.594, 1.322, -2.492], [1.843, 0.260, -1.314]],
  "atomic_forces_ev_per_a": [[-1.50, -3.51, -0.23], [2.94, -0.84, -1.16], [0.28, 0.50, 1.94], [0.07, -0.64, -0.53], [-1.66, 0.42, 1.34], [1.74, -0.98, 1.31], [0.57, 1.73, 0.50], [-1.68, 0.72, 1.25], [0.30, 0.75, 0.47], [0.35, 2.57, -0.12], [-2.07, 0.43, 0.17], [0.28, 0.25, 0.64], [1.44, 0.26, -2.88], [-1.66, 0.67, 0.67], [-0.10, 0.23, -0.38], [-0.20, -0.89, 0.25], [-0.47, 1.32, -1.94], [-0.17, -0.18, 0.36], [-0.68, -0.82, 1.06], [-0.33, -2.03, -1.18], [0.07, 1.49, -1.49], [2.48, -1.47, -0.01]],
  "de_lowest_kcal_mol": 91.3,
  "homo_lumo_gap_ev": [7.1121, 7.1153],
  "energy_ha": -649.34256,
  "multiplicity": 1,
  "max_force_ha_per_bohr": 0.0743,
  "charge": 1
}

{
  "formula": "C15H20BN9O8P2Ti",
  "method": "wB97M-V/def2-TZVPD",
  "symbols": ["Ti", "C", "C", "N", "N", "C", "B", "N", "C", "C", "C", "N", "N", "C", "C", "C", "N", "N", "C", "C", "C", "N", "H", "H", "H", "H", "H", "H", "H", "H", "H", "H", "H", "H", "O", "P", "O", "O", "O", "P", "O", "O", "O", "H", "H", "N", "C", "O", "C", "C", "H", "H", "H", "H", "H", "H"],
  "positions_angstrom": [[-0.985, 0.300, -0.928], [3.185, 0.388, -1.251], [1.893, 0.716, -1.662], [0.995, 0.065, -0.914], [1.687, -0.697, -0.034], [3.021, -0.516, -0.223], [0.860, -1.535, 0.926], [-0.075, -2.403, 0.030], [-0.170, -3.729, -0.178], [-1.138, -3.939, -1.138], [-1.587, -2.659, -1.476], [-0.933, -1.758, -0.763], [-0.078, -0.615, 1.720], [-0.257, -0.430, 3.057], [-1.235, 0.527, 3.228], [-1.614, 0.899, 1.938], [-0.905, 0.208, 1.038], [1.657, -2.421, 1.861], [1.112, -3.289, 2.745], [2.137, -3.909, 3.422], [3.294, -3.343, 2.871], [2.988, -2.458, 1.943], [4.108, 0.771, -1.647], [1.571, 1.355, -2.463], [3.733, -1.054, 0.368], [0.446, -4.426, 0.357], [-1.465, -4.878, -1.537], [-2.331, -2.356, -2.191], [0.318, -0.979, 3.777], [-1.614, 0.904, 4.160], [-2.365, 1.592, 1.605], [0.048, -3.399, 2.826], [2.065, -4.651, 4.193], [4.322, -3.538, 3.112], [-3.805, 2.417, -0.550], [-3.674, 1.149, -1.588], [-4.984, 0.875, -2.192], [-2.929, 0.084, -0.831], [-2.643, 1.859, -2.631], [-1.738, 0.955, -3.665], [-0.687, 2.131, -4.063], [-2.484, 0.512, -4.840], [-0.972, -0.056, -2.839], [-4.584, 2.893, -0.835], [-0.307, 2.516, -3.271], [-0.140, 4.176, -1.686], [0.043, 3.129, -0.760], [-0.643, 2.075, -0.894], [1.232, 3.288, 0.196], [1.141, 2.451, 1.402], [-1.029, 4.080, -2.166], [0.000, 5.107, -1.314], [1.264, 4.355, 0.467], [2.157, 3.055, -0.341], [0.359, 2.642, 2.114], [1.735, 1.563, 1.517]],
  "atomic_forces_ev_per_a": [[-1.54, -2.22, -0.98], [-0.12, 0.00, -0.08], [-0.19, -0.53, 0.44], [3.08, -0.23, -0.04], [1.13, 0.43, -0.43], [-0.71, 0.10, -0.10], [-0.27, -0.33, -0.07], [0.25, -0.45, 0.27], [-0.05, 0.04, -0.09], [0.03, 0.03, 0.05], [0.00, -0.25, 0.00], [-0.08, -1.20, -0.02], [-0.29, 0.50, 1.03], [0.04, 0.10, -1.00], [-0.08, -0.08, -0.09], [0.39, -0.60, -0.21], [-0.37, -0.11, 3.35], [-0.34, -0.28, 0.25], [0.07, -0.21, 0.19], [-0.24, 0.03, -0.04], [-0.19, 0.06, -0.05], [0.77, 0.25, -0.26], [0.07, -0.05, -0.03], [-0.05, 0.09, -0.05], [0.00, 0.00, 0.14], [0.11, -0.04, 0.08], [-0.05, -0.13, -0.05], [-0.03, 0.08, -0.03], [0.12, -0.05, 0.04], [-0.02, 0.03, 0.04], [-0.01, 0.15, -0.06], [-0.21, -0.03, 0.01], [-0.07, -0.08, 0.08], [0.17, -0.01, 0.01], [0.39, -0.72, -0.15], [-2.00, 1.83, 0.03], [0.20, -0.16, 0.05], [-0.41, -0.21, 0.02], [0.01, -1.15, -0.08], [-0.07, 1.35, -1.82], [-0.31, -0.40, -0.23], [0.06, -0.09, 0.05], [-0.12, -0.04, -0.65], [-0.38, 0.26, 0.01], [0.24, 0.14, 0.12], [-1.14, -1.20, 1.01], [1.26, 0.28, -1.05], [1.32, 4.83, 0.05], [-0.72, -0.71, 0.80], [0.37, 0.45, 0.34], [-0.09, 0.28, -0.06], [0.28, -0.17, -0.08], [-0.03, 0.31, -0.39], [-0.15, 0.17, -0.36], [-0.16, 0.08, 0.15], [0.11, -0.17, -0.08]],
  "de_lowest_kcal_mol": 111.0,
  "homo_lumo_gap_ev": [4.8683, 4.5264],
  "energy_ha": -3235.85705,
  "multiplicity": 2,
  "max_force_ha_per_bohr": 0.0973,
  "s_squared": 0.808,
  "charge": -1
}

{
  "formula": "C25H23N3O7",
  "method": "wB97M-V/def2-TZVPD",
  "symbols": ["C", "O", "C", "C", "C", "C", "C", "C", "C", "C", "N", "C", "O", "C", "C", "C", "C", "O", "C", "C", "O", "C", "C", "C", "O", "N", "C", "C", "C", "C", "N", "O", "O", "C", "C", "H", "H", "H", "H", "H", "H", "H", "H", "H", "H", "H", "H", "H", "H", "H", "H", "H", "H", "H", "H", "H", "H", "H"],
  "positions_angstrom": [[-3.529, -2.862, 0.178], [-2.120, -2.863, 0.243], [-1.430, -3.886, -0.364], [-2.075, -4.943, -0.995], [-1.360, -5.995, -1.536], [0.019, -6.015, -1.436], [0.664, -4.970, -0.810], [-0.023, -3.868, -0.288], [0.825, -2.834, 0.286], [0.761, -1.488, 0.286], [-0.380, -0.789, -0.138], [-0.556, 0.313, -0.905], [0.348, 0.958, -1.425], [-1.982, 0.688, -1.067], [-2.432, 1.168, -2.284], [-3.761, 1.529, -2.444], [-4.647, 1.449, -1.382], [-5.959, 1.782, -1.428], [-6.483, 2.295, -2.629], [-4.180, 1.000, -0.121], [-5.107, 0.988, 0.873], [-4.681, 0.736, 2.190], [-2.861, 0.613, 0.017], [1.950, -0.795, 0.897], [2.603, -1.353, 1.757], [2.224, 0.435, 0.388], [3.241, 1.301, 0.737], [4.141, 1.060, 1.781], [5.124, 1.981, 2.067], [5.220, 3.152, 1.320], [6.242, 4.105, 1.621], [7.005, 3.855, 2.535], [6.293, 5.117, 0.947], [4.328, 3.404, 0.279], [3.347, 2.485, -0.007], [-3.850, -1.964, 0.704], [-3.951, -3.740, 0.674], [-3.884, -2.811, -0.855], [-3.151, -4.960, -1.064], [-1.888, -6.802, -2.021], [0.585, -6.841, -1.838], [1.741, -4.980, -0.734], [1.750, -3.223, 0.696], [-1.223, -1.336, 0.030], [-1.743, 1.247, -3.110], [-4.093, 1.886, -3.405], [-7.530, 2.509, -2.423], [-6.416, 1.565, -3.442], [-5.976, 3.219, -2.926], [-5.560, 0.881, 2.815], [-4.320, -0.291, 2.316], [-3.897, 1.434, 2.500], [-2.486, 0.292, 0.977], [1.647, 0.743, -0.410], [4.061, 0.150, 2.351], [5.827, 1.811, 2.868], [4.424, 4.319, -0.285], [2.647, 2.665, -0.809]],
  "atomic_forces_ev_per_a": [[-0.39, 0.00, 0.00], [0.49, -0.14, -0.02], [0.20, -0.06, 0.02], [-0.24, 0.14, 0.04], [0.12, 0.04, 0.04], [-0.04, -0.12, -0.07], [-0.17, 0.13, 0.02], [-0.45, -0.22, -0.19], [0.32, 0.76, 0.08], [0.28, -0.75, -0.01], [-0.53, -0.19, 0.11], [0.18, -0.07, -0.05], [-0.06, 0.06, -0.24], [-0.28, 0.27, -0.20], [0.27, -0.17, 0.24], [-0.26, 0.06, 0.05], [-0.04, -0.04, 0.19], [0.29, -0.15, 0.31], [-0.09, 0.09, -0.25], [-0.20, 0.04, -0.07], [0.00, 0.07, -0.43], [0.08, -0.05, 0.23], [-0.15, 0.05, 0.00], [0.09, 0.10, 0.06], [0.12, 0.00, 0.06], [-0.40, 0.01, -0.36], [0.49, 0.27, 0.31], [-0.15, -0.16, -0.04], [0.21, 0.47, -0.13], [-0.98, -0.95, -0.26], [0.52, 0.49, 0.16], [0.14, 0.00, 0.13], [0.05, 0.17, -0.08], [0.29, 0.12, 0.19], [-0.01, -0.20, 0.13], [-0.01, -0.07, -0.05], [0.04, 0.01, -0.03], [0.03, -0.01, 0.04], [-0.09, 0.03, 0.02], [-0.05, -0.07, -0.04], [0.06, -0.07, -0.04], [0.11, 0.02, 0.04], [-0.02, 0.10, 0.09], [0.06, 0.16, -0.05], [0.08, 0.02, -0.08], [-0.09, 0.03, -0.08], [0.07, 0.00, -0.06], [0.01, 0.03, 0.04], [-0.01, -0.04, 0.01], [0.09, -0.03, 0.00], [0.01, 0.05, -0.01], [-0.01, -0.03, -0.02], [-0.02, -0.03, 0.12], [0.09, -0.22, 0.23], [0.01, 0.01, 0.00], [0.00, -0.02, 0.02], [-0.02, 0.01, -0.02], [-0.07, 0.04, -0.09]],
  "de_lowest_kcal_mol": 0.0,
  "homo_lumo_gap_ev": 8.1548,
  "energy_ha": -1657.32789,
  "multiplicity": 1,
  "smiles": "COc1ccccc1/C=C(\\NC(=O)c1ccc(OC)c(OC)c1)C(=O)Nc1ccc([N+](=O)[O-])cc1",
  "max_force_ha_per_bohr": 0.0271
}